[1]
{
  "formula": "C3H6N4O",
  "method": "ωB97M-V/def2-TZVPD",
  "homo_lumo_gap_ev": 9.48,
  "e_homo_ev": -8.9379,
  "de_lowest_ev": 3.900,
  "smiles": "Nc1c(O)cnn1N",
  "energy_ev": -11212.876,
  "symbols": ["N", "C", "C", "O", "C", "N", "N", "N", "H", "H", "H", "H", "H", "H"],
  "coordinates": [[-0.0695, 1.7938, -0.1345], [0.1002, 0.3668, -0.2520], [1.1956, -0.4161, -0.2096], [2.4913, 0.0828, 0.0483], [0.6586, -1.7445, -0.1428], [-0.6465, -1.8055, -0.1354], [-1.0645, -0.5700, -0.1918], [-2.4067, -0.1307, 0.1812], [0.2748, 2.3579, -0.9851], [0.2764, 2.0964, 0.7924], [3.1009, -0.5241, 0.6169], [1.2541, -2.5354, 0.1868], [-2.9024, 0.4267, -0.7278], [-2.2623, 0.6020, 0.9534]]
}

---

[2]
{
  "formula": "C27H34BrN3OSSbTl",
  "method": "ωB97M-V/def2-TZVPD",
  "homo_lumo_gap_ev": 7.34,
  "e_homo_ev": -6.8153,
  "de_lowest_ev": 0.000,
  "energy_ev": -127176.117,
  "symbols": ["Tl", "N", "C", "C", "C", "C", "C", "N", "C", "C", "C", "C", "C", "N", "H", "H", "H", "H", "H", "H", "H", "H", "H", "Br", "C", "C", "C", "C", "C", "C", "C", "C", "C", "C", "H", "H", "H", "H", "H", "H", "C", "C", "S", "O", "C", "C", "H", "H", "H", "H", "H", "H", "H", "H", "H", "H", "C", "Sb", "C", "C", "H", "H", "H", "H", "H", "H", "H", "H", "H"],
  "coordinates": [[0.6561, -0.8192, -0.8293], [3.4087, 0.5919, 2.2848], [2.5013, -0.3561, 2.7380], [2.7872, -1.0245, 3.9343], [1.8405, -1.8757, 4.4595], [0.6461, -2.0674, 3.7772], [0.4742, -1.3937, 2.5818], [1.3682, -0.5451, 2.0670], [3.5270, 1.1293, 1.0005], [3.8984, 2.4688, 0.8676], [4.0449, 2.9884, -0.3993], [3.8186, 2.1666, -1.4948], [3.4652, 0.8544, -1.2499], [3.3307, 0.3240, -0.0306], [3.9960, 1.0019, 2.9889], [3.7415, -0.8721, 4.4222], [2.0355, -2.3968, 5.3884], [-0.1220, -2.7285, 4.1517], [-0.4342, -1.5172, 1.9981], [4.0261, 3.0846, 1.7489], [4.3065, 4.0301, -0.5332], [3.8937, 2.5326, -2.5090], [3.2768, 0.1781, -2.0791], [-0.1651, 0.1759, -3.8438], [0.2503, 2.0155, -3.5254], [0.3174, 2.8163, -4.6264], [0.5733, 4.1950, -4.4696], [0.7195, 4.7155, -3.2194], [0.6399, 3.8882, -2.0688], [0.7571, 4.4590, -0.7791], [0.6753, 3.6631, 0.3246], [0.5171, 2.2669, 0.1803], [0.4089, 1.6310, -1.0379], [0.4335, 2.4817, -2.1897], [0.1673, 2.3974, -5.6118], [0.6345, 4.8302, -5.3438], [0.8935, 5.7770, -3.0840], [0.8995, 5.5302, -0.6917], [0.7487, 4.0980, 1.3158], [0.4978, 1.6738, 1.0916], [-5.2570, 1.2382, 0.9174], [-4.2601, 0.0905, 0.9131], [-2.6171, 0.5730, 0.3343], [-1.8716, -0.7322, 0.2333], [-3.0257, 1.0533, -1.3571], [-3.6696, -0.0475, -2.1803], [-6.1582, 0.9467, 1.4562], [-5.5500, 1.5201, -0.0939], [-4.8464, 2.1214, 1.4104], [-4.5765, -0.7497, 0.2936], [-4.0796, -0.2882, 1.9200], [-2.0514, 1.3378, -1.7578], [-3.6316, 1.9590, -1.2885], [-3.1199, -0.9810, -2.0513], [-3.6371, 0.2183, -3.2366], [-4.7118, -0.2130, -1.9041], [-0.7592, -5.2381, 2.4423], [0.5042, -4.7351, 0.7682], [-1.1760, -4.1819, -0.4467], [0.5776, -6.7547, 0.0237], [-1.4602, -6.0222, 2.1554], [-1.3238, -4.3525, 2.7358], [-0.1656, -5.5748, 3.2921], [-1.9467, -4.9499, -0.3730], [-0.8587, -4.0775, -1.4846], [-1.5712, -3.2218, -0.1122], [-0.4277, -7.1721, -0.0336], [1.1859, -7.3686, 0.6880], [1.0288, -6.7671, -0.9684]]
}

---

[3]
{
  "formula": "C25H51N3O3P2Tc",
  "method": "ωB97M-V/def2-TZVPD",
  "homo_lumo_gap_ev": [5.72, 3.38],
  "e_homo_ev": [-19.0147, -20.2696],
  "spin_multiplicity": 4,
  "s2": 3.807,
  "charge": 4,
  "energy_ev": -58097.504,
  "symbols": ["Tc", "C", "O", "C", "O", "P", "C", "H", "C", "H", "C", "H", "C", "P", "H", "H", "C", "H", "C", "H", "H", "H", "C", "H", "H", "H", "C", "H", "H", "H", "C", "H", "H", "H", "C", "H", "H", "H", "C", "H", "H", "H", "C", "H", "H", "H", "C", "H", "C", "H", "H", "C", "H", "H", "H", "C", "H", "H", "H", "C", "H", "H", "H", "C", "H", "H", "H", "H", "H", "C", "N", "C", "C", "C", "N", "C", "O", "N", "H", "H", "H", "H", "H", "H", "H"],
  "coordinates": [[0.2783, -1.0667, -1.3517], [0.0397, -2.1888, -2.8783], [-0.1513, -2.8818, -3.8040], [1.9690, -1.5998, -0.8837], [3.0671, -1.9262, -0.5366], [0.6738, 0.9516, -2.4043], [1.3946, 2.2984, -1.3430], [1.8025, 3.0389, -2.0542], [1.9992, 0.6552, -3.7052], [2.6043, -0.1391, -3.2228], [-0.7538, 1.8237, -3.2072], [-1.3190, 2.2191, -2.3465], [-2.9232, -2.5446, -0.1550], [-1.1317, -2.1230, 0.2029], [-1.2360, -2.6619, 2.5323], [-3.4035, -1.5670, 0.0072], [-0.4581, -3.9195, 0.4691], [-1.2938, -4.4186, 0.9856], [1.4470, 0.0911, -5.0167], [0.8586, 0.8314, -5.5736], [0.8456, -0.8136, -4.8741], [2.3024, -0.1884, -5.6489], [2.9197, 1.8466, -3.9930], [3.6610, 1.5287, -4.7382], [3.4695, 2.1805, -3.1080], [2.3683, 2.6953, -4.4167], [-0.3533, 3.0080, -4.0874], [0.2810, 3.7380, -3.5666], [-1.2702, 3.5368, -4.3889], [0.1545, 2.6948, -5.0100], [-1.6826, 0.8482, -3.9419], [-2.5447, 1.4129, -4.3180], [-2.0521, 0.0655, -3.2668], [-1.1853, 0.3719, -4.7941], [0.3266, 3.0061, -0.4956], [-0.3433, 3.6254, -1.1062], [0.8138, 3.6786, 0.2239], [-0.2958, 2.2803, 0.0475], [2.5526, 1.7730, -0.4845], [2.1977, 1.1730, 0.3662], [3.1070, 2.6274, -0.0663], [3.2636, 1.1601, -1.0541], [-3.5675, -3.5607, 0.7959], [-3.3879, -3.3631, 1.8568], [-3.2540, -4.5875, 0.5698], [-4.6554, -3.5287, 0.6391], [-3.1623, -2.9487, -1.6054], [-2.8114, -3.9674, -1.8108], [0.1830, -1.0429, 2.4336], [-2.6857, -2.2613, -2.3151], [-4.2459, -2.9281, -1.7868], [-2.3325, -0.8183, 2.4211], [0.1739, 0.0390, 2.2243], [0.3268, -1.1703, 3.5208], [1.0662, -1.4637, 1.9310], [-1.1341, -1.6893, 2.0205], [-2.3410, -0.7194, 3.5132], [-3.2893, -1.2472, 2.1128], [-2.2369, 0.1789, 1.9819], [0.7695, -4.0488, 1.3775], [1.6389, -3.5325, 0.9511], [1.0342, -5.1141, 1.4612], [0.6018, -3.6835, 2.3944], [-0.1772, -4.7009, -0.8130], [-1.0016, -4.6905, -1.5326], [0.0196, -5.7532, -0.5509], [0.7237, -4.3244, -1.3191], [-1.8187, -0.6847, 0.0568], [0.5342, 2.5624, 2.0833], [3.0774, 2.1806, 5.7011], [1.8038, 2.4587, 5.0564], [0.7062, 2.8041, 5.7760], [-0.5292, 3.0141, 5.1936], [-0.6380, 2.9075, 3.8272], [0.5372, 2.6252, 3.1584], [1.7810, 2.2953, 3.6946], [2.6889, 1.9257, 3.0093], [-1.7441, 3.0231, 3.0934], [3.8950, 2.6406, 5.1435], [3.2631, 1.1025, 5.7707], [3.0468, 2.5951, 6.7156], [0.8902, 2.8962, 6.8632], [-1.3772, 3.2547, 5.7661], [-2.6213, 3.2145, 3.5571], [-1.7497, 2.9895, 2.0703]]
}

---

[4]
{
  "formula": "C3H5NO2S",
  "method": "ωB97M-V/def2-TZVPD",
  "homo_lumo_gap_ev": 5.57,
  "e_homo_ev": 0.6348,
  "de_lowest_ev": 1.360,
  "charge": -2,
  "smiles": "N[C@@H](C[S-])C(=O)[O-]",
  "energy_ev": -19611.153,
  "symbols": ["N", "C", "C", "S", "C", "O", "O", "H", "H", "H", "H", "H"],
  "coordinates": [[-0.3603, -0.7761, 1.2029], [0.3213, -0.1656, -0.0411], [-0.5381, 0.0766, -1.2945], [-1.2948, -1.3784, -1.9128], [1.0726, 0.9420, 0.7710], [2.3341, 1.1142, 0.6719], [0.3702, 1.6323, 1.5238], [-0.8707, -1.6621, 1.0249], [-0.9211, -0.0854, 1.6283], [1.0946, -0.9048, -0.4106], [-1.3979, 0.7076, -1.0098], [0.1902, 0.4996, -2.1539]]
}

---

[5]
{
  "formula": "C34H44ClCsF9N5O7S2",
  "method": "ωB97M-V/def2-TZVPD",
  "homo_lumo_gap_ev": 5.59,
  "e_homo_ev": -2.1557,
  "de_lowest_ev": 0.000,
  "charge": -2,
  "energy_ev": -116956.279,
  "symbols": ["Cs", "C", "C", "O", "C", "C", "O", "C", "C", "O", "C", "C", "O", "H", "H", "H", "H", "H", "H", "H", "H", "H", "H", "H", "H", "H", "H", "H", "H", "F", "C", "F", "F", "C", "C", "C", "C", "N", "C", "S", "H", "H", "H", "O", "S", "N", "C", "C", "C", "C", "C", "O", "C", "C", "C", "C", "C", "C", "Cl", "C", "C", "C", "N", "C", "N", "C", "N", "H", "H", "H", "H", "H", "H", "H", "H", "H", "H", "H", "H", "H", "H", "H", "H", "H", "H", "H", "H", "H", "H", "C", "C", "O", "C", "F", "F", "F", "C", "F", "F", "F", "H", "H", "H"],
  "coordinates": [[-2.3872, 0.9779, 0.5540], [-0.5469, 3.2120, -2.8816], [-2.0547, 3.3160, -3.0269], [-2.6561, 2.4442, -2.0937], [-3.9903, 2.0704, -2.3549], [-4.0652, 0.9326, -3.3528], [-3.3262, -0.1422, -2.8122], [-2.8387, -1.0846, -3.7243], [-1.6556, -1.8043, -3.1012], [-0.5881, -0.9706, -2.7137], [0.1094, -0.3057, -3.7461], [-0.3641, 1.1148, -3.9892], [-0.0476, 1.8846, -2.8665], [-0.2363, 3.6681, -1.9428], [-0.0809, 3.7913, -3.6929], [-2.3791, 3.0645, -4.0463], [-2.3323, 4.3546, -2.8132], [-4.5883, 2.9224, -2.7054], [-4.4047, 1.7332, -1.4024], [-3.6409, 1.2255, -4.3245], [-5.1151, 0.6531, -3.5138], [-2.5402, -0.5971, -4.6637], [-3.6059, -1.8324, -3.9795], [-1.3070, -2.5695, -3.8134], [-1.9722, -2.3066, -2.1859], [0.0512, -0.8790, -4.6831], [1.1569, -0.2641, -3.4342], [-1.4402, 1.1224, -4.1776], [0.1407, 1.5068, -4.8904], [0.4553, 4.7690, 3.7192], [0.5494, 5.1897, 2.4230], [0.9230, 6.4822, 2.5049], [1.5867, 4.5076, 1.9082], [-0.7427, 4.9780, 1.6880], [-1.8019, 4.4231, 2.3813], [-3.0114, 4.1959, 1.7384], [-3.0752, 4.5504, 0.3988], [-2.0816, 5.0934, -0.2883], [-0.8851, 5.3381, 0.3106], [0.3632, 6.0684, -0.6106], [-1.6798, 4.1568, 3.4228], [-3.8578, 3.7440, 2.2384], [-3.9920, 4.3696, -0.1586], [-1.4511, -2.8451, 3.6584], [-1.4214, -2.0655, 2.4000], [-1.0180, -2.6180, 1.1051], [4.0216, -4.4712, 1.5313], [3.0541, -3.4814, 0.8586], [1.8696, -4.3020, 0.3276], [2.5517, -2.5345, 1.9558], [3.7668, -2.6976, -0.2933], [4.4256, -3.6222, -1.1829], [4.7905, -1.6440, 0.1685], [6.1087, -2.1467, 0.7792], [6.2439, -2.0931, 2.2840], [6.8655, -3.1282, 2.9742], [7.0429, -3.0845, 4.3501], [6.5909, -1.9815, 5.0484], [6.8062, -1.9145, 6.7788], [5.9684, -0.9311, 4.3947], [5.8022, -0.9946, 3.0205], [2.7897, -2.0001, -1.2714], [2.1964, -0.7582, -0.8314], [0.9930, -0.5628, -0.2756], [0.8032, 0.7203, -0.0450], [1.9457, 1.2867, -0.5079], [2.8288, 0.4384, -0.9886], [3.5150, -4.9112, 2.3918], [4.9299, -3.9967, 1.9030], [4.2902, -5.3100, 0.8788], [1.5619, -5.0172, 1.0930], [2.1480, -4.8640, -0.5686], [0.9849, -3.6982, 0.1257], [1.9143, -3.0893, 2.6469], [1.9476, -1.7183, 1.5634], [3.3798, -2.1070, 2.5265], [4.7621, -4.3514, -0.6569], [4.2961, -0.9404, 0.8364], [5.0350, -1.0584, -0.7171], [6.9164, -1.5346, 0.3665], [6.3265, -3.1628, 0.4423], [7.2123, -3.9982, 2.4274], [7.5198, -3.9004, 4.8762], [5.6135, -0.0769, 4.9545], [5.3143, -0.1688, 2.5182], [1.9811, -2.6749, -1.5382], [3.3609, -1.7852, -2.1745], [0.2948, -1.3623, -0.0473], [2.1186, 2.3520, -0.4967], [-6.8824, -0.6817, 0.3049], [-6.3131, 0.6931, 0.7105], [-4.9968, 0.8051, 0.5252], [-6.6449, 0.9105, 2.2152], [-5.9982, 0.0045, 2.9648], [-7.9648, 0.7813, 2.5276], [-6.2739, 2.1240, 2.6626], [-7.0658, 1.7700, -0.1229], [-8.4105, 1.8045, 0.0743], [-6.9027, 1.5301, -1.4461], [-6.6183, 3.0154, 0.0919], [-6.3818, -1.4388, 0.9060], [-6.6257, -0.8550, -0.7390], [-7.9635, -0.7614, 0.4364]]
}